Here is a cluster of 24 separate species, C48H144O32 in total at a distorted geometry from the OMol25 dataset. Energies are from ωB97M-V/def2-TZVPD.

Each line ends with the Löwdin charge.
Element x y z (Å)
C  -2.8216  0.7819  -7.3744  -0.0983
C  -2.1253  -0.5022  -7.1802  -0.3051
O  -1.5174  -0.7867  -8.4911  -0.0922
H  -3.5584  0.6894  -8.1816  0.0870
H  -2.1193  1.5760  -7.6156  0.0785
H  -3.4146  1.0631  -6.5032  0.0725
H  -2.8070  -1.2972  -6.8439  0.1107
H  -1.3155  -0.4350  -6.4441  0.0835
H  -1.6605  -1.7197  -8.6820  0.0692
C  2.6120  -3.9398  0.1719  -0.0668
C  1.9084  -3.9620  -1.1391  -0.2604
O  1.4186  -5.3035  -1.5076  -0.0936
H  2.9428  -2.9291  0.4216  0.0709
H  3.4787  -4.6029  0.2152  0.0900
H  1.9388  -4.2258  0.9801  0.0663
H  2.5719  -3.6192  -1.9454  0.1069
H  1.0549  -3.2964  -1.1629  0.0912
H  0.4963  -5.2433  -1.7605  0.0307
C  3.6474  4.6362  2.3634  -0.1093
C  2.6141  5.5659  2.7909  -0.2701
O  3.2455  6.8790  3.1681  -0.0924
H  4.3728  4.3896  3.1308  0.0790
H  4.1506  5.0221  1.4777  0.0859
H  3.2497  3.6812  2.0145  0.0462
H  2.0521  5.1437  3.6274  0.0999
H  1.9937  5.8862  1.9705  0.0989
H  3.8382  6.5891  3.8625  0.0584
C  -1.9526  -5.7928  -0.6265  -0.0591
C  -1.2106  -6.1963  0.6330  -0.2919
O  -0.0346  -7.0239  0.4997  -0.1027
H  -2.7672  -5.1028  -0.4525  0.0666
H  -2.2704  -6.6389  -1.2323  0.0880
H  -1.1618  -5.2840  -1.1739  0.0376
H  -1.8117  -6.8465  1.2617  0.1029
H  -0.8889  -5.3956  1.2857  0.0900
H  0.7396  -6.6523  0.0368  0.0556
C  -5.7180  4.8209  2.2206  -0.0746
C  -5.0691  4.4767  0.8872  -0.3020
O  -4.6668  3.1122  0.8861  -0.1124
H  -6.1891  5.8110  2.2301  0.0772
H  -5.0009  4.8802  3.0340  0.0610
H  -6.4347  4.0305  2.4604  0.0778
H  -4.2225  5.1649  0.7699  0.0927
H  -5.7329  4.6576  0.0340  0.1196
H  -4.9607  2.7824  0.0089  0.0432
C  -1.2662  5.0947  4.7602  -0.0951
C  -1.3067  6.5807  4.5730  -0.3190
O  -1.0015  7.2284  5.8173  -0.0699
H  -1.4859  4.6152  3.8204  0.0434
H  -2.0126  4.7619  5.4835  0.0822
H  -0.2996  4.7303  5.1333  0.0730
H  -2.3389  6.8104  4.2403  0.1129
H  -0.6850  6.8519  3.7167  0.1092
H  -0.9792  8.1740  5.6215  0.0829
C  1.1686  -0.8509  7.7484  -0.0855
C  -0.2138  -0.2937  7.5780  -0.2593
O  -0.9465  -1.5028  7.2038  -0.1067
H  1.2410  -1.6821  8.4279  0.0791
H  1.8569  -0.0515  8.0316  0.0828
H  1.6006  -1.1450  6.7922  0.0587
H  -0.2737  0.4390  6.7811  0.0708
H  -0.5700  0.1310  8.5270  0.1197
H  -1.9007  -1.4118  7.2726  0.0880
C  -0.0355  3.8558  -4.7468  -0.0986
C  0.7014  5.0997  -5.1476  -0.3250
O  1.8473  4.8739  -5.9493  -0.0558
H  -0.3041  3.3097  -5.6502  0.0735
H  -1.0003  4.0749  -4.2866  0.0766
H  0.6045  3.2413  -4.1123  0.0642
H  0.9350  5.5985  -4.2126  0.1122
H  -0.0130  5.6930  -5.7055  0.1096
H  2.6495  5.1726  -5.5309  0.0778
C  -4.3274  -5.4377  3.2026  -0.0904
C  -3.4133  -4.5072  3.9599  -0.3191
O  -2.1562  -4.4392  3.2945  -0.1033
H  -3.8066  -6.3494  2.9457  0.0633
H  -4.6231  -5.0581  2.2226  0.0624
H  -5.2745  -5.6623  3.7025  0.0773
H  -3.2945  -4.8824  4.9894  0.1152
H  -3.9020  -3.5208  4.0358  0.0936
H  -1.4679  -4.0181  3.8736  0.0582
C  -7.2573  0.2118  -1.3021  -0.0781
C  -6.7334  1.5956  -1.6393  -0.2646
O  -5.3322  1.7993  -1.3701  -0.1164
H  -6.9959  -0.1437  -0.3031  0.0605
H  -6.9351  -0.5243  -2.0295  0.0715
H  -8.3592  0.2089  -1.3444  0.0820
H  -7.2028  2.3333  -1.0049  0.1057
H  -6.9818  1.7929  -2.6848  0.1173
H  -4.7924  1.3370  -2.0369  0.0521
C  5.1312  -0.7155  -3.6945  -0.0616
C  5.2330  -2.1776  -4.0947  -0.2442
O  6.0076  -2.7193  -2.9949  -0.1155
H  4.6783  -0.6224  -2.7160  0.0515
H  4.4905  -0.1603  -4.4020  0.0808
H  6.1162  -0.2457  -3.7248  0.0869
H  5.7167  -2.3614  -5.0523  0.1131
H  4.2476  -2.6564  -4.1162  0.0972
H  6.1124  -3.6765  -2.9944  0.1071
C  -2.8323  -3.0905  -4.3728  -0.0777
C  -2.8008  -3.3665  -2.9240  -0.3085
O  -3.6138  -2.4011  -2.2488  -0.0826
H  -2.5571  -2.0546  -4.5463  0.0559
H  -3.8734  -3.1822  -4.7183  0.0970
H  -2.1783  -3.7550  -4.9415  0.0672
H  -1.7360  -3.3415  -2.6674  0.1017
H  -3.1872  -4.3631  -2.7223  0.1101
H  -3.5830  -2.5502  -1.2847  0.0524
C  -2.1226  1.8096  -2.4509  -0.0755
C  -2.3346  0.6146  -3.2641  -0.2682
O  -3.7713  0.2339  -3.3160  -0.0992
H  -2.0397  1.5386  -1.4122  0.0594
H  -2.9282  2.5047  -2.6524  0.0919
H  -1.1672  2.3152  -2.5693  0.0632
H  -1.8437  -0.2979  -2.9431  0.0915
H  -2.0331  0.6952  -4.3154  0.0969
H  -3.6623  -0.6676  -3.0073  0.0201
C  1.6044  1.8137  3.7542  -0.0780
C  2.1208  2.3773  5.0002  -0.3096
O  3.5503  2.3974  5.2223  -0.0786
H  0.5643  2.0811  3.5795  0.0656
H  1.7757  0.7430  3.6673  0.0631
H  2.1813  2.2149  2.9055  0.0661
H  1.6046  1.8732  5.8526  0.1056
H  1.7957  3.4269  5.0675  0.0901
H  3.9525  1.6321  4.7801  0.0303
C  -1.9967  1.1633  4.6808  -0.0844
C  -2.3510  2.0446  3.5674  -0.2954
O  -3.2455  1.3639  2.6513  -0.0976
H  -1.3902  1.6291  5.4689  0.0720
H  -1.4948  0.2364  4.3512  0.0856
H  -2.8971  0.9029  5.2378  0.0916
H  -1.4778  2.3596  2.9887  0.0870
H  -2.8657  2.9467  3.8952  0.1039
H  -3.6749  1.9737  2.0559  0.0389
C  5.7316  1.1222  2.7576  -0.0738
C  4.8777  -0.1184  2.9197  -0.2956
O  4.5120  -0.2228  4.2955  -0.0822
H  6.0219  1.2471  1.7180  0.0511
H  6.6915  1.1071  3.2758  0.0871
H  5.1359  1.9991  3.0461  0.0592
H  5.4965  -0.9803  2.6220  0.1123
H  3.9869  -0.1157  2.2659  0.1041
H  3.8946  -0.9551  4.3755  0.0349
C  1.4269  0.3305  -4.3863  -0.2440
C  1.2202  -1.1432  -4.7174  -0.2040
O  0.6148  -1.7646  -3.5560  -0.1004
O  2.0167  0.8490  -5.5593  -0.0597
H  2.1069  0.4213  -3.5141  0.1148
H  0.4453  0.7935  -4.1620  0.1123
H  2.1857  -1.6091  -4.9887  0.1174
H  0.6056  -1.1985  -5.6195  0.0943
H  0.5968  -2.7425  -3.6804  0.0576
H  1.5132  1.6061  -5.8869  0.0779
C  2.0265  -2.9167  3.6646  -0.1905
C  0.5983  -2.4543  3.7585  -0.2061
O  -0.0690  -3.1550  4.8283  -0.0872
O  2.8397  -2.4184  4.7591  -0.0805
H  2.4807  -2.4354  2.8031  0.0963
H  2.0985  -3.9961  3.5491  0.1295
H  0.0903  -2.7508  2.8381  0.1125
H  0.5050  -1.3711  3.8964  0.1120
H  -0.3603  -2.5652  5.5527  0.0667
H  2.9779  -3.0935  5.4266  0.1005
C  1.5126  -4.7150  -6.6774  -0.2342
C  0.3137  -4.2846  -5.9625  -0.2117
O  0.4384  -4.4869  -4.5002  -0.0926
O  1.7350  -6.0989  -6.3173  -0.0656
H  2.4042  -4.1618  -6.3655  0.1223
H  1.3898  -4.6136  -7.7562  0.1299
H  -0.5847  -4.7691  -6.3522  0.1237
H  0.1855  -3.2045  -6.1193  0.1058
H  1.0367  -5.2508  -4.3906  0.0911
H  2.4229  -6.4437  -6.9040  0.0951
C  -1.6186  5.1323  -0.5567  -0.2693
C  -1.4044  4.0549  0.4871  -0.2367
O  -0.0683  4.1819  0.9649  -0.1019
O  -1.4094  6.3918  0.0110  -0.0511
H  -2.6500  5.0429  -0.9364  0.1171
H  -0.9445  4.9143  -1.3948  0.1127
H  -1.5387  3.0205  0.2083  0.0941
H  -2.0868  4.2349  1.3351  0.1065
H  0.5782  3.6307  0.4662  0.0649
H  -0.5033  6.3570  0.3784  0.0912
C  7.1868  -1.0127  -0.4002  -0.2433
C  8.0447  -2.1264  0.0309  -0.2259
O  8.1379  -3.1077  -1.0267  -0.0767
O  5.8329  -1.4462  -0.5544  -0.0930
H  7.5901  -0.5660  -1.3234  0.1316
H  7.2105  -0.2590  0.3797  0.1049
H  7.6254  -2.6465  0.9104  0.1330
H  9.0664  -1.8326  0.2711  0.1186
H  8.2173  -2.6899  -1.8813  0.0591
H  5.7943  -1.7895  -1.4729  0.0375
C  3.7376  1.5180  -0.3856  -0.1792
C  2.7857  2.4552  -1.0350  -0.2590
O  1.4428  2.3012  -0.6841  -0.0780
O  3.3440  0.1156  -0.6983  -0.0968
H  3.7434  1.6902  0.7036  0.0971
H  4.7534  1.7384  -0.7467  0.1298
H  2.8791  2.4724  -2.1403  0.1254
H  3.0814  3.4537  -0.7398  0.1161
H  1.0232  1.4643  -0.9746  0.0553
H  4.1268  -0.4205  -0.4949  0.0363
C  -4.2007  -1.1226  0.7355  -0.1917
C  -5.0178  -1.2938  1.9956  -0.2502
O  -4.1858  -1.2136  3.1129  -0.0662
O  -3.3181  -2.2656  0.5435  -0.1075
H  -3.5779  -0.2360  0.7439  0.1004
H  -4.7886  -1.0333  -0.1772  0.1007
H  -5.6246  -2.2053  1.9607  0.1288
H  -5.7896  -0.5200  1.9999  0.1160
H  -3.8754  -0.2969  3.1300  0.0423
H  -3.1256  -2.6673  1.4145  0.0894
C  -0.2178  -0.1053  1.0459  -0.2607
C  -0.6406  -0.7378  -0.2465  -0.1655
O  0.2882  -0.1554  -1.2239  -0.1124
O  1.0771  -0.4744  1.3403  -0.0594
H  -0.8625  -0.4590  1.8605  0.1200
H  -0.4006  0.9918  0.9515  0.1224
H  -1.6676  -0.5759  -0.5787  0.0929
H  -0.4979  -1.8290  -0.2327  0.1198
H  0.4394  -0.7303  -1.9939  0.0497
H  1.6519  -0.2482  0.5760  0.0673

Cartesian forces, eV/Å:
-1.211 0.845 0.163
0.876 -0.758 -0.919
-0.365 -0.533 0.997
0.316 0.024 -0.021
-0.008 0.078 -0.054
0.207 0.105 0.252
0.159 0.098 -0.322
-0.093 0.033 -0.001
0.103 0.102 -0.039
0.048 -0.119 0.863
-0.427 -0.709 -1.364
0.921 0.651 0.513
0.070 0.049 -0.244
-0.056 0.024 -0.185
-0.114 -0.162 0.002
-0.021 -0.136 0.106
-0.202 0.321 0.241
-0.066 0.140 -0.097
1.150 -1.313 -1.419
-0.031 2.515 0.683
-0.796 -1.874 -0.063
0.137 0.103 0.241
0.361 0.237 0.099
-0.318 -0.041 0.211
-0.272 0.371 -0.067
-0.622 -0.372 -0.117
0.389 0.443 0.357
1.548 -0.106 0.015
0.717 -1.188 1.154
0.058 -0.548 -0.775
-0.144 0.106 0.207
-0.093 -0.118 0.156
-0.436 0.436 -0.618
-0.411 0.136 0.086
-0.509 0.808 -0.191
-0.852 0.476 0.065
-0.359 -0.040 -0.057
0.135 0.729 0.624
-0.179 0.321 -0.586
-0.156 -0.264 -0.296
0.361 -0.301 0.017
-0.138 0.287 0.101
0.171 -0.266 -0.226
-0.120 -0.002 0.215
0.546 -0.590 0.377
0.327 -0.424 0.670
-0.965 -0.174 -0.041
0.032 0.142 -0.996
0.066 -0.178 -0.394
-0.085 0.111 0.043
-0.065 0.200 -0.209
0.256 0.236 0.284
0.494 0.317 0.356
0.058 -0.140 0.259
1.293 1.315 -0.719
-0.217 -1.664 0.296
-0.212 0.420 -0.090
-0.218 -0.155 0.380
-0.014 0.002 0.480
-0.313 -0.350 -0.219
0.030 0.159 -0.038
-0.204 -0.142 -0.300
-0.043 0.312 0.017
0.134 -0.756 -0.617
-0.399 0.370 0.488
-0.385 -0.542 -0.333
0.123 -0.356 -0.138
0.256 0.167 0.349
-0.262 -0.168 0.153
0.306 0.541 -0.022
0.100 0.532 -0.212
0.122 0.161 0.343
-0.259 -0.162 -0.801
-0.285 0.275 0.514
0.351 0.475 0.247
0.122 -0.500 0.328
0.107 0.472 -0.035
0.320 0.018 0.279
0.116 0.031 -0.203
0.355 -0.091 -0.034
-0.833 -0.357 -0.273
-0.496 -0.184 0.128
0.389 -0.184 0.324
-0.481 -0.318 -0.486
0.173 0.224 -0.035
0.262 -0.180 -0.113
0.296 0.154 -0.044
-0.409 0.244 0.026
0.191 0.277 0.013
0.003 -0.173 -0.003
-0.481 0.274 -1.426
0.021 -0.059 1.162
0.099 -0.054 -0.415
-0.031 0.054 0.155
0.206 -0.174 0.193
-0.027 -0.057 0.172
0.194 0.154 -0.027
0.019 0.070 0.020
-0.175 0.002 -0.171
-1.143 0.352 -1.059
0.226 -0.269 0.562
0.426 -0.053 -0.106
0.304 0.157 -0.157
0.297 -0.094 -0.215
-0.119 0.061 0.145
-0.102 0.167 0.772
0.066 -0.173 0.115
0.228 -0.043 -0.102
0.660 0.761 0.772
-1.108 -1.680 -1.958
1.386 0.935 0.321
-0.717 -0.064 0.663
-0.105 0.340 0.254
0.143 -0.001 -0.693
0.544 0.123 0.522
0.071 0.517 0.035
-1.008 -0.862 0.304
0.887 -0.517 -2.019
0.193 0.969 2.360
-0.957 -0.050 -0.657
-0.060 -0.177 0.116
-0.353 -0.248 0.163
-0.305 0.069 0.078
0.471 0.161 -0.228
0.228 -0.154 0.070
-0.216 -0.258 0.323
0.141 -1.136 1.491
-0.702 0.988 -1.947
0.780 -0.945 1.103
0.202 0.241 -0.615
-0.192 0.338 0.102
-0.223 -0.357 -0.166
0.128 0.051 0.096
0.066 0.053 0.263
-0.378 0.826 -0.477
-0.385 0.441 -0.440
0.737 -0.386 0.147
0.205 0.522 -0.594
-0.218 0.046 -0.350
-0.330 -0.203 0.487
0.402 -0.026 0.014
-0.269 -0.078 0.066
0.210 0.219 0.183
-0.275 -0.448 0.376
-0.143 -0.657 -0.059
-0.054 -0.150 0.923
0.262 -0.424 -0.869
0.126 0.758 -0.217
-0.352 0.128 -0.336
0.491 -0.141 0.018
-0.231 0.142 0.342
-0.298 -0.079 0.175
0.030 0.581 -0.039
0.209 -0.098 0.162
0.667 1.077 0.227
-0.544 -0.535 0.730
-0.149 0.163 0.097
-0.382 -0.314 -0.253
-0.129 -0.134 -0.404
-0.032 -0.082 0.194
0.011 0.226 -0.183
0.227 -0.146 -0.120
0.283 -0.044 -0.333
-0.156 -0.084 0.034
1.444 -1.279 -0.127
-0.955 1.020 1.586
0.243 -0.065 -1.473
0.083 0.257 -0.547
-0.138 0.305 -0.042
-0.116 0.101 -0.052
0.074 -0.269 0.242
-0.072 -0.258 0.123
-0.347 0.261 0.071
-0.198 -0.015 0.311
-0.734 -1.380 -0.390
0.653 0.101 0.714
0.818 0.119 0.491
0.610 0.321 0.101
0.263 0.390 0.097
0.073 0.231 -0.092
-0.466 -0.212 -0.716
0.300 0.059 -0.144
-0.892 0.104 0.053
-0.593 0.049 -0.091
-0.631 0.708 0.347
0.766 -1.779 -0.570
-0.131 -0.583 0.929
0.297 0.463 -0.586
-0.228 -0.021 0.094
-0.113 0.362 0.078
0.075 0.203 -0.455
0.010 0.449 0.186
0.015 0.447 -0.215
-0.142 -0.378 0.514
-0.012 -1.609 0.117
-0.141 0.390 -1.310
-0.772 0.241 0.605
0.513 1.737 0.509
-0.156 -0.279 -0.224
-0.170 -0.223 -0.054
0.144 -0.401 0.305
0.017 0.408 0.259
0.478 -0.113 -0.084
0.127 -0.168 0.036
0.531 -1.000 -0.502
-0.644 0.767 -0.944
-0.136 -0.671 0.514
-0.280 -0.002 0.368
0.062 0.361 0.460
-0.345 -0.204 0.071
0.615 -0.320 0.243
0.004 0.420 0.113
0.242 0.305 0.017
-0.025 0.261 -0.407
-1.707 0.274 0.059
0.762 -0.294 -1.496
-0.556 -0.107 0.276
1.473 0.146 -0.012
0.027 0.062 -0.090
0.432 -0.365 0.193
-0.044 0.298 0.298
0.065 0.219 0.184
-0.151 -0.170 0.145
-0.234 -0.137 0.336

The highest occupied orbital energy is -9.60 eV. The calculation puts the HOMO-LUMO gap at 9.630 eV. Its multiplicity is 1.